85
Properties=species:S:1:pos:R:3:lowdin_charge:R:1 method="wB97M-V/def2-TZVPD" e_lumo_ev=0.505 homo_lumo_gap_ha=0.205 max_force_ev_per_a=8.299 charge=-1 e_tot_ha=-14931.5964
C 2.76527 -3.96124 1.00053 -0.117
C 3.55737 -2.52822 0.65886 -0.254
N 3.10277 -1.93472 -0.65556 -0.118
C 1.73615 -1.25798 -0.54118 -0.385
C 0.76225 -2.37595 -1.24119 -0.374
O -0.17378 -3.10767 -0.57382 -0.155
O 0.87025 -2.72922 -2.69660 -0.277
N 1.13390 -1.08443 0.83484 0.109
C 1.51678 0.36522 1.20216 -0.236
O 1.06265 0.66276 2.42187 -0.042
C 2.30795 1.22920 0.05864 -0.551
Br 1.61372 3.08892 -0.41341 0.764
C 3.89999 1.25042 -0.10118 -0.236
C 4.69841 2.05701 1.26936 -0.143
C 3.63942 2.57341 2.54005 -0.029
O 4.36908 3.57556 1.45652 -0.294
C 1.83849 0.26409 -1.22948 -0.579
Br 3.18148 -0.09757 -2.68698 0.789
C 0.52190 0.69005 -2.10144 -0.278
C -0.89230 0.72977 -1.23919 -0.248
C -2.05428 1.59097 -2.07950 -0.444
S -3.50294 0.46708 -2.45471 0.803
C -5.11816 1.11626 -1.77538 -0.931
S -6.17885 1.88707 -2.91167 0.594
N -5.61004 1.05892 -0.35207 -0.192
C -5.15515 2.22678 0.49082 -0.314
C -5.39184 2.09654 2.13368 -0.023
C -4.91308 3.28086 3.21374 -0.061
C -4.18239 4.63472 2.64723 -0.082
C -3.99817 4.77916 1.02079 -0.063
C -4.46452 3.61570 -0.04393 -0.114
C -5.40053 -0.27875 0.31057 -0.186
C -3.97605 -0.99323 0.68474 0.012
C -3.84143 -2.45386 1.42184 -0.033
C -5.20488 -3.26249 1.86983 -0.070
C -6.66548 -2.56865 1.54362 -0.077
C -6.78140 -1.10466 0.75799 0.006
H 2.77260 -4.55236 -0.03429 0.092
H 3.42112 -4.59513 1.74068 0.030
H 1.65728 -3.80066 1.34092 0.074
H 4.69338 -2.85697 0.49488 0.115
H 3.57039 -1.78636 1.56422 0.113
H 3.08993 -2.73035 -1.32940 0.097
H 0.08317 -0.97316 0.89654 0.136
H 4.47612 0.23462 -0.07307 0.109
H 4.27950 1.99012 -0.95877 0.033
H 5.83446 1.63176 1.60365 0.163
H 4.32081 2.83840 3.48280 0.105
H 2.65290 3.14287 2.30909 0.089
H 0.67550 1.66091 -2.77994 0.098
H 0.35961 -0.18154 -2.90283 0.118
H -0.78158 1.16439 -0.15889 0.098
H -1.29727 -0.39317 -1.24896 0.094
H -1.55563 2.01994 -3.07589 0.100
H -2.29837 2.52623 -1.42021 0.072
H -5.91481 1.15806 2.64585 0.098
H -5.10489 3.09884 4.37711 0.090
H -3.86698 5.44775 3.45015 0.084
H -3.50332 5.77147 0.62016 0.087
H -4.30468 3.77148 -1.20190 0.095
H -2.98773 -0.40092 0.37260 0.081
H -2.77600 -2.91234 1.62541 0.096
H -5.13455 -4.29110 2.43019 0.079
H -7.68055 -3.09444 1.86915 0.078
H -7.82157 -0.61911 0.51773 0.088
C 2.47847 -7.53176 3.32715 -2.014
Cl 3.59631 -6.42617 4.16542 0.505
Cl 0.81728 -6.89806 3.44450 0.514
Cl 2.94514 -7.66075 1.61245 0.518
Cl 2.55497 -9.14187 4.08620 0.494
C 7.27841 2.47546 -2.99425 -1.983
Cl 5.74248 1.60877 -2.74060 0.497
Cl 8.52535 1.32622 -3.54135 0.479
Cl 7.05086 3.73796 -4.23075 0.509
Cl 7.79507 3.22869 -1.46449 0.512
C 9.37842 -2.96456 -3.75424 -2.011
Cl 10.36397 -1.49270 -3.94633 0.484
Cl 8.86213 -3.54684 -5.35714 0.511
Cl 10.34480 -4.22537 -2.94733 0.504
Cl 7.94284 -2.59343 -2.76640 0.517
C -8.32160 4.66666 -0.69799 -1.953
Cl -8.11130 6.33935 -0.12140 0.503
Cl -8.06129 4.60873 -2.45975 0.477
Cl -7.14083 3.60630 0.11198 0.657
Cl -9.97282 4.11230 -0.32301 0.497

74
Properties=species:S:1:pos:R:3:lowdin_spin:R:1 method="wB97M-V/def2-TZVPD" multiplicity=6 relative_energy_kcal_mol=13.72 e_lumo_ev="-2.528 / -5.462" homo_lumo_gap_ha="0.274 / 0.167" max_force_ev_per_a=1.475 charge=+1 e_tot_ha=-6012.1457
Fe -0.55180 -0.41696 0.66257 3.735
I 4.00558 -2.85268 0.40481 0.006
C 2.48738 -3.01779 1.81816 0.009
C 2.56252 -4.05139 2.77712 -0.001
C 1.55903 -4.25125 3.68047 0.006
I 1.76177 -5.77566 5.08441 0.001
C 0.39751 -3.43647 3.63170 0.001
C -0.74088 -3.59000 4.45267 0.004
C -1.82372 -2.77167 4.28563 0.001
C -1.78180 -1.78675 3.29091 0.008
N -0.73446 -1.60320 2.51598 0.033
C 0.35315 -2.40286 2.67482 0.004
C 1.43190 -2.13229 1.77299 0.004
O 1.34414 -1.09770 0.98313 0.081
H 3.43540 -4.68937 2.79188 0.000
H -0.74763 -4.36745 5.20529 0.000
H -2.70833 -2.88177 4.89635 0.000
H -2.63559 -1.13820 3.12841 0.001
Cl -4.96456 -4.77209 -3.22750 0.002
C -3.64127 -3.91899 -2.50484 0.007
C -3.88744 -2.99442 -1.50848 -0.001
C -2.80467 -2.32545 -0.97395 0.008
Cl -3.03942 -1.13041 0.27561 0.036
C -1.47922 -2.51956 -1.36248 0.004
O -0.48045 -1.85873 -0.80991 0.084
C -1.29276 -3.46985 -2.37821 0.008
Cl 0.32058 -3.77488 -2.94051 0.020
C -2.34782 -4.16203 -2.94064 0.000
H -4.89352 -2.80095 -1.16485 0.000
H -2.16494 -4.88974 -3.71868 0.000
C -0.03376 -0.21771 -3.22939 0.060
Te 1.55584 -0.61999 -1.87831 0.655
C 2.56585 0.91363 -2.99022 0.065
C 1.70192 1.30895 -4.16165 0.003
C 2.14704 2.22391 -5.11468 -0.001
C 1.32013 2.59603 -6.15893 0.000
C 0.04168 2.05536 -6.26249 -0.001
C -0.40166 1.14360 -5.32185 -0.001
C 0.42894 0.76979 -4.26673 0.002
H -0.86976 0.16498 -2.63761 0.012
H -0.35548 -1.15856 -3.67551 0.011
H 3.53628 0.52159 -3.30313 0.013
H 2.76402 1.77955 -2.35529 0.011
H 3.14419 2.63946 -5.03356 0.000
H 1.66938 3.30817 -6.89443 0.000
H -0.60667 2.34723 -7.07770 0.000
H -1.39310 0.71431 -5.40485 0.000
Cl 3.71295 1.29040 3.00229 0.000
C 4.59845 0.86589 1.53565 0.002
Cl 3.58602 1.03991 0.08368 0.018
H 4.89624 -0.17400 1.59894 0.000
H 5.44243 1.53544 1.43052 0.001
C -0.17140 1.61510 2.49433 0.009
N -0.20827 2.93286 3.07776 0.004
C 0.59808 3.83820 2.25044 0.000
N 0.08568 3.90109 0.87583 0.003
C 0.11737 2.58007 0.29435 0.012
N -0.71548 1.61160 1.07680 0.041
C -2.11179 2.15188 1.13451 0.006
N -2.14680 3.46928 1.72423 0.003
C -1.59454 3.40921 3.08324 0.000
C -1.30373 4.37123 0.92753 0.000
H -0.77289 0.93137 3.09394 0.001
H 0.85758 1.24998 2.45898 0.001
H 1.63205 3.49104 2.23677 0.000
H 0.56359 4.83625 2.68536 0.000
H 1.14295 2.20913 0.27548 0.003
H -0.27388 2.62392 -0.72553 0.002
H -2.72722 1.46672 1.72177 0.001
H -2.50387 2.19884 0.11671 0.000
H -2.20369 2.73754 3.69039 0.000
H -1.62650 4.40629 3.52039 0.000
H -1.32450 5.35943 1.38475 0.000
H -1.70238 4.44158 -0.08567 0.000

71
Properties=species:S:1:pos:R:3:lowdin_charge:R:1 method="wB97M-V/def2-TZVPD" e_lumo_ev=-4.796 homo_lumo_gap_ha=0.242 max_force_ev_per_a=2.894 charge=+1 e_tot_ha=-4431.8582
W 0.54319 0.19940 0.43065 1.444
C -0.99880 -2.97609 -4.78021 -0.057
C 0.28451 -2.89978 -4.26150 -0.065
C 0.63749 -1.83551 -3.45336 -0.123
C -0.28280 -0.82553 -3.14542 -0.305
C -1.57747 -0.92858 -3.66141 -0.104
C -1.92643 -1.99522 -4.47130 -0.065
Si 0.29077 0.59148 -1.99170 0.936
C -1.42640 0.84622 -0.25867 -0.382
C -1.67721 2.18684 0.07151 -0.122
C -2.90814 2.58006 0.57554 -0.058
C -3.93249 1.65497 0.71157 -0.038
C -3.73248 0.34224 0.31553 -0.053
C -2.49318 -0.05851 -0.16034 -0.119
C 0.39520 2.28280 -2.87774 -0.306
C 1.50272 3.10678 -2.62715 -0.114
C 1.66318 4.30171 -3.30149 -0.067
C 0.71289 4.70963 -4.22390 -0.053
C -0.41067 3.92773 -4.45185 -0.061
C -0.56649 2.72254 -3.79322 -0.090
H -1.27158 -3.80112 -5.41919 0.113
H 1.00377 -3.67191 -4.48070 0.113
H 1.63859 -1.77775 -3.04853 0.100
H -2.31432 -0.17813 -3.41572 0.099
H -2.92943 -2.06727 -4.86140 0.112
H -0.90724 2.94214 -0.09194 0.113
H -3.07096 3.61147 0.84478 0.118
H -4.88723 1.96498 1.10836 0.120
H -4.54671 -0.36630 0.36395 0.116
H -2.34959 -1.08886 -0.47183 0.101
H 2.24463 2.78902 -1.90279 0.095
H 2.53043 4.91691 -3.11413 0.113
H 0.84824 5.63375 -4.76397 0.114
H -1.15978 4.26163 -5.15227 0.113
H -1.43873 2.11477 -3.98279 0.098
C 0.72171 3.14356 3.65984 0.060
C 0.54556 1.76335 3.02582 -0.411
O 0.57500 1.72208 1.66444 -0.240
C -0.80527 1.11069 3.43867 -0.516
F -1.06434 0.11805 2.50530 0.049
F -1.82593 1.95237 3.35337 0.193
F -0.83116 0.53212 4.62668 0.210
C 1.69935 0.83020 3.46133 -0.560
F 1.90240 0.68277 4.75264 0.218
F 2.82854 1.25209 2.89302 0.174
F 1.45809 -0.40856 2.92261 0.074
H -0.07117 3.81337 3.33531 0.103
H 1.67709 3.55961 3.34481 0.109
H 0.70595 3.05757 4.74506 0.114
N 2.49236 -0.00517 0.33646 -0.032
C 3.59308 -0.31569 0.67025 -0.102
C 4.78146 -0.70097 1.13937 -0.246
C 4.86307 -1.96142 1.76544 -0.202
N 4.89575 -2.98738 2.27273 0.180
C 5.90997 0.13920 1.08242 -0.202
N 6.81275 0.84054 1.02569 0.180
C -2.28292 -2.69848 2.46279 -0.197
Ge -0.45891 -3.02271 1.70905 0.794
C -0.60096 -4.73816 0.70397 -0.214
C 0.84060 -3.32936 3.18722 -0.192
C 0.19343 -1.72502 0.36783 -0.340
H -2.54048 -3.61632 2.98355 0.025
H -3.03063 -2.53871 1.69325 0.008
H -2.33094 -1.88702 3.17805 0.004
H -1.02478 -5.51373 1.33336 0.023
H 0.37808 -5.07508 0.37520 0.021
H -1.23486 -4.64271 -0.17372 0.016
H 0.59015 -4.28641 3.63765 0.030
H 0.79360 -2.57421 3.96311 0.009
H 1.85798 -3.38867 2.81102 0.009
H 0.49889 -2.31830 -0.51093 0.014

67
Properties=species:S:1:pos:R:3:nbo_charge:R:1 method="wB97M-V/def2-TZVPD" relative_energy_kcal_mol=19.36 e_lumo_ev=-7.456 homo_lumo_gap_ha=0.232 max_force_ev_per_a=2.270 charge=+2 e_tot_ha=-1969.5503
Zr 0.20310 0.22180 -0.02790 2.436
C -1.14600 -3.89840 -1.46270 -0.240
O -0.05440 -4.27760 -0.63840 -0.503
C -0.09540 -3.87350 0.66480 0.253
C 0.00110 -4.83980 1.65440 -0.159
C -0.03960 -4.48710 2.99900 -0.201
C -0.17130 -3.16610 3.35600 -0.138
C -0.23520 -2.14770 2.38190 -0.201
C -0.46400 -0.79930 2.79480 0.251
N -0.38930 0.19380 1.96050 -0.527
N -0.86490 1.42920 2.32420 -0.340
C -1.20460 2.14840 1.28840 0.561
O -1.05670 1.68150 0.05620 -0.838
C -1.70090 3.50710 1.48790 -0.181
C -2.04260 4.29320 0.38250 -0.189
C -2.46050 5.59700 0.56440 -0.200
C -2.53770 6.13160 1.84250 -0.155
C -2.20030 5.35590 2.94120 -0.214
C -1.78470 4.05010 2.77350 -0.100
C -0.19770 -2.49780 0.99480 0.300
O -0.29800 -1.60180 0.01040 -0.804
H -1.44960 -4.78860 -2.01660 0.213
H -0.84630 -3.11560 -2.17090 0.160
H -1.98680 -3.53820 -0.86720 0.186
H 0.09350 -5.87340 1.35340 0.253
H 0.00910 -5.25480 3.75350 0.247
H -0.23030 -2.89240 4.39880 0.235
H -0.78000 -0.59500 3.81990 0.240
H -1.98620 3.85820 -0.60680 0.212
H -2.72860 6.20660 -0.28420 0.228
H -2.86280 7.15070 1.98160 0.237
H -2.25930 5.77980 3.92940 0.237
H -1.52200 3.43780 3.61960 0.234
C 0.66570 4.76990 -3.70110 -0.658
C 1.23260 3.64380 -2.92520 0.112
C 1.05440 3.56420 -1.54170 -0.172
C 1.62110 2.55130 -0.78450 0.014
C 1.74440 2.78120 0.70310 -0.681
C 2.38040 1.53880 -1.46590 -0.285
C 2.86370 0.40000 -0.74810 0.481
O 2.21350 -0.10810 0.19690 -0.678
C 2.64310 1.66280 -2.86390 0.129
C 3.53710 0.70110 -3.57700 -0.664
C 2.03860 2.69240 -3.55790 -0.228
H -0.03300 5.35440 -3.11090 0.236
H 0.17780 4.40480 -4.60230 0.244
H 1.47380 5.42640 -4.03080 0.265
H 0.51740 4.36030 -1.04410 0.238
H 0.85980 3.28550 1.09940 0.264
H 2.57780 3.48120 0.84380 0.285
H 1.97310 1.89380 1.30880 0.235
H 3.81570 -0.06850 -1.03700 0.215
H 3.20110 -0.33230 -3.50240 0.230
H 4.54560 0.75010 -3.16510 0.249
H 3.59990 0.96500 -4.62930 0.252
H 2.20930 2.78660 -4.61990 0.240
I 1.29700 -2.54290 -5.22970 0.275
C 0.25560 -0.99330 -4.26520 -0.186
C -0.58050 -0.12700 -4.96590 -0.148
C -1.23910 0.87010 -4.26650 -0.214
C -1.03460 0.99350 -2.90000 0.078
N -0.21740 0.17150 -2.22600 -0.612
C 0.40280 -0.81130 -2.89320 0.003
H -0.72270 -0.24230 -6.02880 0.260
H -1.91440 1.53700 -4.77710 0.256
H -1.54460 1.75420 -2.31390 0.241
H 1.03000 -1.49150 -2.31150 0.233